{
  "formula": "C16H35N2O7PS",
  "method": "ωB97M-V with the def2-TZVPD basis set",
  "homo_ev": -9.19,
  "multiplicity": 1,
  "largest_force_ev_per_a": 0.7,
  "de_lowest_kcal_mol": 0.0,
  "smiles": "PCCSc1nnco1.COCCOCCOC.COCCOCCOC",
  "symbols": ["P", "C", "C", "S", "C", "N", "N", "C", "O", "H", "H", "H", "H", "H", "H", "H", "C", "O", "C", "C", "O", "C", "C", "O", "C", "H", "H", "H", "H", "H", "H", "H", "H", "H", "H", "H", "H", "H", "H", "C", "O", "C", "C", "O", "C", "C", "O", "C", "H", "H", "H", "H", "H", "H", "H", "H", "H", "H", "H", "H", "H", "H"],
  "coordinates": [[3.57351, -1.04553, -1.10174], [3.81237, -2.85861, -1.28341], [5.10248, -3.43801, -0.71632], [5.29630, -5.22601, -1.01198], [5.35516, -5.17809, -2.74659], [4.69603, -5.90366, -3.57920], [5.12253, -5.52946, -4.85358], [5.99160, -4.60616, -4.67577], [6.21100, -4.31738, -3.38201], [3.48354, -0.96055, 0.30153], [4.91054, -0.62649, -1.25013], [3.72903, -3.07059, -2.35804], [2.94295, -3.33277, -0.81092], [5.11177, -3.34579, 0.37596], [5.98638, -2.92196, -1.10091], [6.54170, -4.04469, -5.41841], [-2.81352, 1.51142, 3.35557], [-1.62873, 0.84531, 3.72404], [-1.52415, -0.43898, 3.14158], [-0.14324, -1.01073, 3.36707], [0.85033, -0.50722, 2.48536], [1.33835, 0.78379, 2.75358], [2.31654, 0.85425, 3.90494], [1.63788, 0.84788, 5.14433], [2.51744, 0.67248, 6.22926], [-3.70338, 0.94583, 3.65880], [-2.81782, 2.47389, 3.86261], [-2.85811, 1.67779, 2.27504], [-1.72590, -0.39098, 2.06273], [-2.26368, -1.11358, 3.59756], [-0.19044, -2.08128, 3.15804], [0.14893, -0.87209, 4.41023], [0.51877, 1.49002, 2.90934], [1.87826, 1.07635, 1.84950], [2.91015, 1.77530, 3.81109], [3.00359, -0.00138, 3.84532], [3.04240, -0.28818, 6.16614], [1.92186, 0.69434, 7.13939], [3.26460, 1.47416, 6.27421], [-6.40940, 2.66245, -4.36687], [-5.13992, 2.42301, -3.80788], [-4.39969, 3.61478, -3.63559], [-3.17499, 3.36191, -2.78844], [-3.45846, 3.26127, -1.40311], [-3.89541, 1.99168, -0.95076], [-2.76542, 1.02108, -0.69727], [-2.29932, 0.46153, -1.90473], [-1.09211, -0.24242, -1.71761], [-6.33137, 3.13545, -5.35327], [-6.90522, 1.70019, -4.47608], [-7.01484, 3.30753, -3.71943], [-5.02133, 4.37869, -3.14976], [-4.08222, 4.00401, -4.61404], [-2.51802, 4.22816, -2.88912], [-2.64475, 2.47666, -3.14798], [-4.61928, 1.55207, -1.64130], [-4.39324, 2.18033, 0.00320], [-3.12432, 0.22195, -0.03024], [-1.94647, 1.54781, -0.18710], [-0.29171, 0.42183, -1.37244], [-0.80837, -0.67003, -2.67685], [-1.21117, -1.05257, -0.98755]],
  "forces_ev_per_angstrom": [[-0.5, 0.3, -0.3], [0.0, -0.3, -0.1], [0.0, 0.2, 0.2], [0.0, 0.0, 0.0], [0.1, 0.0, -0.2], [0.0, 0.0, 0.0], [0.1, -0.1, 0.0], [0.0, 0.1, -0.3], [0.0, 0.0, 0.4], [0.3, 0.0, 0.1], [0.2, 0.0, 0.2], [0.1, 0.0, 0.2], [0.1, 0.0, -0.1], [0.1, 0.0, -0.2], [-0.1, -0.1, 0.0], [-0.1, -0.1, 0.1], [0.0, 0.0, 0.1], [0.1, 0.0, -0.1], [0.0, 0.1, 0.0], [0.0, -0.1, 0.0], [-0.2, -0.4, -0.1], [0.1, 0.4, 0.0], [0.0, 0.0, 0.0], [0.0, -0.1, 0.0], [0.0, 0.1, 0.0], [0.0, 0.0, 0.0], [0.0, 0.0, 0.0], [0.0, 0.0, -0.1], [0.0, 0.0, 0.0], [0.0, 0.0, 0.0], [0.0, 0.0, 0.0], [0.0, 0.0, 0.0], [0.0, 0.0, 0.1], [0.0, 0.0, 0.0], [0.0, 0.0, 0.0], [0.0, 0.0, 0.0], [0.0, 0.0, 0.0], [0.0, 0.0, 0.0], [0.0, 0.0, 0.0], [0.0, 0.0, -0.1], [0.0, 0.0, 0.1], [0.0, 0.0, 0.0], [0.0, 0.0, -0.1], [0.0, 0.0, 0.0], [0.0, -0.1, 0.0], [0.0, 0.0, 0.1], [0.1, 0.1, 0.0], [0.0, -0.1, 0.0], [0.0, 0.0, 0.0], [0.0, 0.0, 0.0], [0.0, 0.0, 0.0], [0.0, 0.0, 0.0], [0.0, 0.0, 0.0], [0.0, 0.0, 0.0], [0.0, 0.0, 0.0], [0.0, 0.0, 0.0], [0.0, 0.0, 0.0], [0.0, 0.0, 0.0], [0.0, 0.0, 0.0], [0.0, 0.0, 0.0], [0.0, 0.0, 0.0], [0.0, 0.0, 0.0]],
  "nbo_charge": [0.31, -0.71, -0.52, 0.29, 0.26, -0.29, -0.29, 0.29, -0.43, -0.02, -0.03, 0.23, 0.24, 0.23, 0.23, 0.21, -0.25, -0.54, -0.09, -0.09, -0.54, -0.09, -0.09, -0.54, -0.25, 0.16, 0.20, 0.16, 0.17, 0.17, 0.19, 0.20, 0.20, 0.19, 0.17, 0.17, 0.16, 0.19, 0.16, -0.25, -0.54, -0.09, -0.09, -0.54, -0.09, -0.09, -0.54, -0.25, 0.16, 0.19, 0.16, 0.17, 0.17, 0.19, 0.20, 0.20, 0.19, 0.16, 0.17, 0.17, 0.19, 0.16]
}

***

{
  "formula": "C16H36BI2N2O2",
  "method": "ωB97M-V with the def2-TZVPD basis set",
  "homo_ev": -10.06,
  "multiplicity": 1,
  "largest_force_ev_per_a": 2.3,
  "total_charge": 1,
  "symbols": ["C", "C", "O", "B", "O", "C", "C", "C", "C", "C", "C", "I", "C", "C", "I", "N", "H", "H", "H", "H", "H", "H", "H", "H", "H", "H", "H", "H", "H", "H", "H", "H", "H", "H", "H", "H", "H", "C", "C", "N", "C", "C", "C", "C", "H", "H", "H", "H", "H", "H", "H", "H", "H", "H", "H", "H", "H", "H", "H"],
  "coordinates": [[2.78052, -0.81280, -2.26108], [1.30692, -1.03664, -1.82097], [0.34572, -0.81174, -2.85022], [0.48844, 0.43170, -3.47280], [1.14023, 0.45079, -4.73126], [-0.01507, 1.84924, -2.86955], [-1.44944, 1.73580, -2.23488], [-1.72093, 3.13584, -1.56285], [-0.81169, 3.28186, -0.26094], [0.51054, 2.51121, -0.49803], [1.73977, 2.99198, 0.36291], [2.80065, 1.21786, 1.10013], [1.37070, 3.88036, 1.60772], [2.72595, 4.53445, 2.10154], [0.63399, 2.73944, 3.32995], [0.94128, 2.55229, -1.94231], [3.40924, -1.27815, -1.47666], [3.03874, -1.31649, -3.20448], [3.08539, 0.25805, -2.26340], [1.22014, -2.10212, -1.54507], [1.12757, -0.46602, -0.89049], [2.01538, 0.82931, -4.64907], [-0.14663, 2.52106, -3.74126], [-2.20540, 1.55953, -3.01115], [-1.47660, 0.96281, -1.44968], [-2.78226, 3.30166, -1.34213], [-1.36105, 3.92369, -2.25948], [-1.38056, 2.78331, 0.54036], [-0.69264, 4.36163, -0.10175], [0.33573, 1.45469, -0.24267], [2.47301, 3.50490, -0.28351], [0.69954, 4.71871, 1.38462], [3.40632, 4.67423, 1.23860], [3.22677, 3.88363, 2.83063], [2.53078, 5.52334, 2.54740], [0.90430, 3.54268, -2.19312], [1.90988, 2.23918, -2.03159], [0.14255, -1.50813, 2.24617], [-0.43954, -2.88237, 2.54010], [-1.87296, -2.96021, 2.32540], [-2.46476, -4.18817, 2.84476], [-2.04550, -5.51298, 2.20319], [-2.33643, -2.54775, 1.00973], [-1.78220, -3.28985, -0.21057], [-0.34890, -0.73548, 2.84092], [1.20617, -1.49781, 2.49378], [0.05511, -1.24347, 1.18838], [-0.23273, -3.10703, 3.58963], [0.10701, -3.63078, 1.94790], [-3.55398, -4.10290, 2.79887], [-2.23248, -4.24100, 3.91320], [-2.51938, -5.66224, 1.23415], [-2.36085, -6.34266, 2.83949], [-0.96474, -5.59389, 2.08074], [-2.11279, -1.48184, 0.89014], [-3.42840, -2.59563, 0.98816], [-0.70738, -3.46837, -0.13917], [-1.95145, -2.69449, -1.11259], [-2.28160, -4.24422, -0.36582]],
  "forces_ev_per_angstrom": [[-0.1, -0.2, 0.7], [1.1, -1.0, 0.3], [-0.1, 1.9, -0.3], [1.2, -1.4, -0.9], [-1.0, -0.1, 1.6], [-1.6, -0.7, -0.9], [0.7, 1.6, 0.9], [1.2, -0.4, 0.1], [-1.1, -0.5, -1.8], [0.5, -0.2, 1.7], [-1.2, -0.3, 0.7], [0.3, 0.4, -0.8], [2.3, 0.1, 0.2], [-0.4, -0.1, -0.3], [-0.6, 0.7, -0.6], [-0.9, 0.6, 0.3], [-0.2, 0.3, -0.3], [-0.3, 0.3, 0.2], [-0.2, -0.5, -0.3], [-0.2, 0.5, -0.1], [-0.2, 0.0, -0.5], [0.3, 0.3, -0.5], [0.3, -0.3, 0.4], [0.4, -0.2, 0.2], [-0.2, 0.0, -0.6], [0.4, 0.0, 0.0], [-0.6, -0.3, 0.1], [0.6, 0.5, 0.1], [0.1, -0.5, 0.3], [0.0, 0.4, -0.4], [-0.3, 0.0, 0.4], [-0.1, -0.7, 0.0], [-0.3, 0.0, 0.4], [-0.1, 0.3, -0.3], [0.1, -0.5, 0.0], [0.4, -0.1, -0.1], [-0.1, -0.1, 0.0], [0.1, 0.0, 0.0], [0.1, 0.0, -0.1], [-0.2, 0.0, 0.1], [0.0, -0.1, 0.2], [-0.1, -0.1, 0.0], [0.1, 0.2, -0.1], [-0.1, 0.0, -0.2], [0.0, 0.0, 0.0], [0.0, 0.0, 0.0], [0.0, 0.0, 0.0], [-0.2, -0.1, 0.0], [0.1, 0.0, 0.0], [0.0, 0.1, -0.1], [0.1, 0.1, 0.0], [0.1, 0.0, 0.0], [0.0, 0.0, 0.0], [0.0, 0.0, 0.0], [0.1, 0.0, 0.1], [0.0, -0.1, 0.2], [0.0, 0.0, 0.1], [0.0, 0.0, 0.0], [0.1, -0.1, 0.0]],
  "nbo_charge": [-0.66, -0.08, -0.73, 1.25, -0.91, -0.42, -0.41, -0.39, -0.44, -0.09, -0.35, 0.15, -0.35, -0.64, 0.14, -0.51, 0.24, 0.24, 0.17, 0.22, 0.16, 0.50, 0.24, 0.26, 0.22, 0.25, 0.18, 0.26, 0.23, 0.25, 0.22, 0.24, 0.21, 0.24, 0.24, 0.43, 0.44, -0.61, -0.22, -0.45, -0.21, -0.64, -0.21, -0.64, 0.21, 0.21, 0.18, 0.20, 0.16, 0.20, 0.19, 0.20, 0.22, 0.20, 0.18, 0.20, 0.20, 0.21, 0.21]
}

***

{
  "formula": "C16H36BrCrP",
  "method": "ωB97M-V with the def2-TZVPD basis set",
  "homo_ev": [-16.26, -16.26],
  "multiplicity": 5,
  "largest_force_ev_per_a": 8.8,
  "total_charge": 2,
  "de_lowest_kcal_mol": 51.3,
  "symbols": ["Cr", "Br", "C", "C", "C", "C", "P", "C", "C", "C", "C", "C", "C", "C", "C", "C", "C", "C", "C", "H", "H", "H", "H", "H", "H", "H", "H", "H", "H", "H", "H", "H", "H", "H", "H", "H", "H", "H", "H", "H", "H", "H", "H", "H", "H", "H", "H", "H", "H", "H", "H", "H", "H", "H", "H"],
  "coordinates": [[3.03354, -2.47347, -2.37155], [2.23558, -2.11539, -0.61901], [2.44702, 3.83387, -1.78961], [2.47061, 2.85408, -0.57592], [1.31205, 1.87181, -0.49083], [1.43528, 0.71177, 0.48619], [-0.14318, -0.07200, 1.00202], [-0.41011, -1.39904, -0.23543], [-0.27258, -0.99524, -1.79242], [-0.70452, -1.99633, -2.92491], [-0.43713, -1.28581, -4.32767], [-1.61333, 1.02368, 0.69460], [-2.96841, 0.26272, 0.82831], [-4.19081, 0.99417, 0.20743], [-4.17602, 0.91248, -1.32137], [-0.03222, -0.61997, 2.70813], [0.51290, -2.04695, 3.08230], [2.06772, -2.26434, 3.18996], [2.65228, -1.23358, 4.17788], [1.73221, 4.64824, -1.67143], [2.19961, 3.28291, -2.69699], [3.43355, 4.22911, -2.03178], [2.43656, 3.51125, 0.29303], [3.47279, 2.43039, -0.51089], [1.04784, 1.47473, -1.47095], [0.50943, 2.57946, -0.28312], [1.97250, 1.21137, 1.29235], [2.20452, 0.04604, 0.09482], [-1.17705, -2.15529, -0.06810], [0.45185, -2.03493, -0.03354], [0.70662, -0.57304, -2.01832], [-1.00355, -0.22991, -2.05329], [-1.71156, -2.39929, -2.81728], [-0.12418, -2.91808, -2.88384], [-0.92378, -1.88711, -5.09559], [0.63944, -1.26382, -4.49682], [-0.81368, -0.26778, -4.42729], [-1.49473, 1.37165, -0.33153], [-1.45862, 1.94416, 1.25753], [-3.21830, 0.11147, 1.87844], [-3.02485, -0.75298, 0.43682], [-4.31363, 2.04545, 0.46786], [-5.15368, 0.58650, 0.51531], [-3.77650, -0.01044, -1.74176], [-3.50171, 1.70506, -1.64573], [-5.10844, 1.12209, -1.84554], [-1.08590, -0.76394, 2.94715], [0.28247, 0.13893, 3.42447], [0.07166, -2.80095, 2.43047], [0.16403, -2.27448, 4.08959], [2.53935, -2.19798, 2.20951], [2.28660, -3.23789, 3.62859], [3.74053, -1.17184, 4.17384], [2.31181, -1.24882, 5.21323], [2.46807, -0.21290, 3.84266]],
  "forces_ev_per_angstrom": [[3.5, -1.7, -7.9], [-0.3, -0.1, 6.9], [-0.1, -1.1, -0.2], [1.1, 1.1, -0.1], [-0.8, 0.8, -1.4], [0.6, 1.6, 0.3], [-0.3, 0.7, -1.3], [0.7, -0.6, -1.3], [-2.1, 0.0, 0.2], [1.2, 0.4, -0.1], [-0.5, -1.2, 1.2], [0.5, -0.7, -0.3], [-1.1, 0.8, 1.0], [-0.6, -0.2, -0.9], [0.8, 0.8, -0.4], [-0.8, -1.7, 0.6], [1.4, -0.2, 0.0], [-0.8, 1.1, 1.0], [0.6, 1.1, -0.8], [0.1, -0.1, 0.0], [-0.3, 0.0, -0.1], [0.0, 0.2, 0.5], [-0.1, -0.2, 0.4], [0.0, -0.6, -0.2], [0.2, 0.1, -0.3], [-0.6, -0.5, 0.4], [-0.5, -0.5, 1.0], [-0.6, 0.1, 0.3], [-0.7, 0.7, 0.2], [-1.1, -0.1, 0.4], [-0.2, 0.0, 0.1], [0.2, 0.7, 0.7], [-0.2, 0.7, 0.1], [0.4, -0.2, -0.1], [0.3, 0.1, -0.1], [0.1, 0.0, -0.2], [-0.1, 0.0, 0.4], [0.1, -0.2, -0.3], [-0.6, -0.1, 0.5], [0.3, 0.2, 0.3], [0.7, 0.1, -0.4], [0.6, 0.1, 0.3], [0.3, -0.6, 0.6], [-0.1, -0.3, 0.3], [0.2, 0.0, -0.4], [-0.2, -0.1, 0.4], [-0.4, 0.3, 0.0], [0.3, 0.3, -0.5], [-0.1, 0.0, -0.1], [-0.4, 0.2, -0.1], [0.2, 0.0, 0.1], [-0.3, -0.2, -0.4], [0.1, -0.8, 0.2], [-0.2, -0.6, -0.1], [-0.5, 0.2, -0.2]],
  "lowdin_spin": [4.01, -0.01, 0.00, 0.00, 0.00, 0.01, 0.00, -0.04, 0.01, 0.01, 0.00, 0.00, 0.00, 0.00, 0.00, 0.00, 0.00, 0.00, 0.00, 0.00, 0.00, 0.00, 0.00, 0.00, 0.00, 0.00, 0.00, 0.00, 0.00, -0.01, 0.01, 0.00, 0.00, 0.01, 0.00, 0.00, 0.00, 0.00, 0.00, 0.00, 0.00, 0.00, 0.00, 0.00, 0.00, 0.00, 0.00, 0.00, 0.00, 0.00, 0.00, 0.00, 0.00, 0.00, 0.00]
}